DFT (the ωB97M-V functional and the def2-TZVPD basis) results for C36H28Cl2N12O2STa as an isolated structure at a distorted geometry.

Properties
LUMO energy (spin up / spin down): -10.3 / -10.3 eV
Total charge: +3

Cartesian coordinates (Å):
1 Ta 0.069 0.971 0.779
2 C -1.488 4.465 2.839
3 C -0.478 4.923 3.654
4 C 0.759 4.360 3.644
5 C 1.120 3.275 2.818
6 N 0.074 2.749 2.067
7 C -1.105 3.409 2.031
8 N 2.435 2.885 2.768
9 C 2.814 2.067 1.849
10 N 2.068 1.527 0.825
11 C 2.985 1.032 -0.118
12 N 2.726 0.748 -1.381
13 C 1.646 1.262 -1.984
14 C 1.678 1.650 -3.361
15 C 0.569 2.156 -4.004
16 C -0.525 2.487 -3.185
17 C -0.445 2.294 -1.829
18 N 0.536 1.571 -1.216
19 C 4.307 1.020 0.444
20 C 5.549 0.739 -0.136
21 C 6.706 1.099 0.522
22 C 6.625 1.701 1.789
23 C 5.377 1.899 2.390
24 C 4.203 1.675 1.691
25 H -2.498 4.848 2.805
26 H -0.687 5.762 4.321
27 H 1.575 4.719 4.291
28 H -1.814 2.970 1.334
29 H 2.648 1.472 -3.875
30 H 0.537 2.307 -5.098
31 H -1.438 2.921 -3.552
32 H -1.213 2.696 -1.128
33 H 5.611 0.258 -1.133
34 H 7.684 0.920 0.068
35 H 7.502 1.989 2.333
36 H 5.342 2.266 3.443
37 Cl -4.038 2.094 1.645
38 C -3.926 0.347 1.630
39 C -5.160 -0.251 1.953
40 C -5.294 -1.596 2.073
41 Cl -6.759 -2.366 2.569
42 C -4.072 -2.367 1.933
43 C -4.140 -3.765 2.052
44 C -3.068 -4.529 1.561
45 C -1.982 -3.890 1.009
46 N -1.807 -2.571 1.018
47 C -2.816 -1.808 1.510
48 C -2.738 -0.374 1.397
49 O -1.679 0.270 0.855
50 H -6.016 0.398 2.186
51 H -4.992 -4.273 2.533
52 H -3.075 -5.616 1.669
53 H -1.195 -4.513 0.569
54 C 3.101 -2.692 -0.621
55 C 2.816 -2.222 0.736
56 N 3.529 -2.385 1.781
57 N 2.863 -1.751 2.815
58 C 1.722 -1.217 2.402
59 S 0.460 -0.394 3.173
60 N 1.664 -1.437 1.021
61 N 0.450 -1.238 0.328
62 H 4.102 -3.110 -0.587
63 H 3.022 -1.951 -1.389
64 H 2.416 -3.510 -0.871
65 H 3.306 -1.845 3.740
66 H 0.533 -1.467 -0.695
67 H -0.364 -1.817 0.696
68 N -4.936 -1.261 -4.847
69 C -4.147 -0.643 -3.901
70 O -4.478 0.425 -3.346
71 C -2.773 -1.225 -3.727
72 C -2.194 -2.224 -4.488
73 C -0.980 -2.738 -4.115
74 C -0.284 -2.064 -3.068
75 N -0.781 -1.094 -2.312
76 C -2.036 -0.745 -2.622
77 H -5.878 -0.884 -4.896
78 H -4.755 -2.247 -5.113
79 H -2.720 -2.618 -5.342
80 H -0.592 -3.614 -4.653
81 H 0.744 -2.362 -2.858
82 H -2.505 0.049 -2.111

DFT (the ωB97M-V functional and the def2-TZVPD basis) results for a 3-piece molecular cluster, C30H63F3NO11P2 overall at a distorted geometry.

Properties
Multiplicity: 2
LUMO energy (spin up / spin down): 0.4 / 0.1 eV

Cartesian coordinates (Å):
1 C -5.354 -1.851 1.108
2 C -6.009 -0.771 0.220
3 C -6.638 0.370 1.066
4 C -5.082 -0.217 -0.877
5 C -5.803 0.686 -1.879
6 C -3.800 0.427 -0.323
7 O -2.956 0.664 -1.418
8 C -1.745 1.351 -1.138
9 C -1.022 1.468 -2.499
10 C -1.159 0.238 -3.402
11 O -1.085 -0.995 -2.709
12 C -2.422 0.246 -4.328
13 F -3.221 1.308 -4.182
14 F -2.047 0.085 -5.617
15 F -3.197 -0.830 -4.050
16 C -0.817 0.650 -0.117
17 C 0.226 1.533 0.626
18 C 1.642 1.399 0.032
19 C 0.368 0.984 2.085
20 N -0.118 2.970 0.739
21 O 0.505 3.727 -0.093
22 C -1.576 3.240 0.681
23 C -2.386 2.675 1.847
24 C -1.740 4.782 0.777
25 C -2.072 2.833 -0.721
26 H -5.887 -2.802 1.096
27 H -4.301 -2.033 0.892
28 H -5.397 -1.504 2.145
29 H -6.855 -1.234 -0.298
30 H -7.045 -0.074 1.977
31 H -5.911 1.137 1.328
32 H -7.494 0.761 0.518
33 H -4.728 -1.088 -1.448
34 H -6.500 0.097 -2.478
35 H -5.099 1.223 -2.509
36 H -6.415 1.425 -1.351
37 H -3.396 -0.276 0.411
38 H -4.112 1.333 0.210
39 H 0.043 1.659 -2.368
40 H -1.400 2.328 -3.054
41 H -0.308 0.255 -4.092
42 H -0.486 -1.566 -3.197
43 H -1.362 0.076 0.629
44 H -0.233 -0.086 -0.672
45 H 1.648 1.342 -1.055
46 H 2.006 0.428 0.385
47 H 2.325 2.139 0.438
48 H 1.430 1.022 2.347
49 H -0.122 1.631 2.811
50 H 0.075 -0.061 2.172
51 H -2.229 1.611 2.020
52 H -3.446 2.905 1.770
53 H -2.029 3.172 2.757
54 H -1.623 5.269 -0.187
55 H -2.670 5.050 1.278
56 H -0.944 5.172 1.417
57 H -1.652 3.553 -1.420
58 H -3.153 3.001 -0.725
59 O 2.088 -4.456 -7.570
60 P 1.405 -5.237 -6.510
61 O 1.314 -4.259 -5.217
62 C 0.506 -3.085 -5.287
63 C -0.963 -3.399 -5.056
64 O 2.619 -6.227 -6.018
65 C 3.667 -6.610 -6.912
66 C 4.950 -5.900 -6.544
67 O 0.270 -6.269 -5.984
68 C 0.324 -7.671 -6.317
69 C 0.628 -8.453 -5.060
70 H 0.650 -2.585 -6.249
71 H 0.876 -2.412 -4.509
72 H -1.365 -3.999 -5.874
73 H -1.548 -2.483 -4.985
74 H -1.093 -3.976 -4.140
75 H 3.394 -6.414 -7.949
76 H 3.797 -7.692 -6.809
77 H 4.818 -4.818 -6.576
78 H 5.757 -6.175 -7.226
79 H 5.248 -6.159 -5.527
80 H 1.056 -7.870 -7.099
81 H -0.657 -7.954 -6.702
82 H 1.596 -8.173 -4.649
83 H 0.626 -9.523 -5.267
84 H -0.119 -8.242 -4.294
85 O 3.188 5.349 6.933
86 P 3.876 4.093 6.545
87 O 2.834 3.273 5.613
88 C 2.462 3.809 4.340
89 C 3.521 3.508 3.296
90 O 3.744 3.223 7.934
91 C 3.656 3.872 9.204
92 C 2.249 3.761 9.748
93 O 5.181 3.250 6.074
94 C 6.287 3.026 6.971
95 C 6.329 1.558 7.327
96 H 2.280 4.885 4.415
97 H 1.521 3.335 4.058
98 H 4.447 4.046 3.514
99 H 3.179 3.802 2.302
100 H 3.761 2.445 3.289
101 H 3.970 4.913 9.140
102 H 4.355 3.362 9.874
103 H 1.530 4.205 9.059
104 H 2.164 4.262 10.714
105 H 1.972 2.713 9.872
106 H 6.217 3.652 7.860
107 H 7.200 3.306 6.442
108 H 5.420 1.254 7.842
109 H 7.187 1.345 7.966
110 H 6.405 0.952 6.423

DFT (the ωB97M-V functional and the def2-TZVPD basis) results for a 2-piece molecular cluster, C6H16N overall at a distorted geometry.

Properties
LUMO energy: -5.0 eV
Total charge: +1

Cartesian coordinates (Å):
1 C 2.231 -0.427 0.690
2 C 1.565 -0.226 -0.642
3 C 0.658 0.822 -0.799
4 C 0.109 -0.951 -0.748
5 C -1.001 -0.819 -1.874
6 C -2.280 -0.129 -1.378
7 N -0.502 1.524 3.262
8 H 2.841 -1.334 0.687
9 H 2.895 0.385 0.952
10 H 1.474 -0.564 1.482
11 H 2.156 -0.535 -1.495
12 H 0.186 1.287 0.054
13 H 0.496 1.179 -1.800
14 H -0.358 -0.888 0.236
15 H 0.358 -2.012 -0.760
16 H -0.613 -0.262 -2.719
17 H -1.168 -1.827 -2.235
18 H -2.317 0.906 -1.721
19 H -2.379 -0.141 -0.295
20 H -3.146 -0.619 -1.802
21 H 0.489 1.376 3.411
22 H -0.706 2.425 3.677
23 H -0.989 0.828 3.816

DFT (the ωB97M-V functional and the def2-TZVPD basis) results for a 14-piece molecular cluster, C56H84F3O41 overall at a distorted geometry.

Properties
LUMO energy: 1.3 eV
Total charge: -1

Cartesian coordinates (Å):
1 C 0.284 -0.163 -1.522
2 O -0.932 0.240 -0.841
3 O 0.348 0.511 -2.626
4 C 1.459 0.017 -0.512
5 F 1.493 -0.903 0.477
6 F 2.668 -0.011 -1.112
7 F 1.398 1.226 0.118
8 C -1.524 -0.601 0.138
9 C -2.498 0.274 0.905
10 H -2.978 -0.280 1.705
11 H -1.942 1.139 1.266
12 H -3.275 0.668 0.244
13 H -0.776 -0.919 0.873
14 H -1.996 -1.463 -0.337
15 H 0.228 -1.268 -1.703
16 C 3.076 -3.703 -0.780
17 C 3.222 -4.218 -2.181
18 C 4.051 -3.365 -3.128
19 O 4.731 -4.347 -3.908
20 C 4.838 -5.486 -3.189
21 O 5.558 -6.391 -3.454
22 O 3.985 -5.465 -2.139
23 H 2.570 -4.418 -0.143
24 H 2.566 -2.739 -0.846
25 H 4.072 -3.454 -0.403
26 H 2.288 -4.556 -2.638
27 H 4.755 -2.744 -2.571
28 H 3.433 -2.724 -3.749
29 C 3.606 3.778 -1.305
30 C 2.718 4.243 -2.432
31 C 1.296 3.652 -2.458
32 O 0.497 4.793 -2.749
33 C 1.184 5.934 -2.502
34 O 0.722 7.023 -2.595
35 O 2.472 5.656 -2.217
36 H 3.294 4.226 -0.364
37 H 4.658 3.968 -1.518
38 H 3.539 2.690 -1.189
39 H 3.211 4.161 -3.399
40 H 1.041 3.190 -1.506
41 H 1.302 2.896 -3.238
42 C 5.344 -3.466 3.084
43 C 4.212 -2.624 3.651
44 C 3.015 -2.499 2.708
45 O 1.895 -2.793 3.550
46 C 2.323 -3.379 4.688
47 O 1.613 -3.893 5.489
48 O 3.666 -3.281 4.798
49 H 5.673 -3.136 2.096
50 H 5.020 -4.500 2.957
51 H 6.182 -3.394 3.776
52 H 4.629 -1.659 3.946
53 H 3.045 -3.246 1.914
54 H 2.893 -1.502 2.293
55 C -1.048 -0.938 4.493
56 C -1.274 -2.131 3.583
57 C -1.115 -3.497 4.269
58 O -2.397 -4.122 4.040
59 C -3.219 -3.298 3.381
60 O -4.326 -3.575 3.037
61 O -2.621 -2.115 3.124
62 H -0.103 -0.996 5.031
63 H -1.838 -0.932 5.246
64 H -1.068 -0.044 3.870
65 H -0.573 -2.078 2.747
66 H -0.900 -3.440 5.331
67 H -0.361 -4.107 3.781
68 C -2.573 3.980 -2.383
69 C -2.707 3.252 -1.073
70 C -1.618 3.599 -0.047
71 O -2.334 3.899 1.149
72 C -3.648 4.035 0.878
73 O -4.476 4.446 1.630
74 O -3.909 3.689 -0.396
75 H -2.573 5.063 -2.282
76 H -3.334 3.632 -3.081
77 H -1.608 3.685 -2.798
78 H -2.755 2.174 -1.220
79 H -1.009 4.448 -0.364
80 H -0.964 2.737 0.094
81 C -3.583 -3.934 -0.010
82 C -2.339 -4.689 -0.387
83 C -1.308 -4.059 -1.345
84 O -0.086 -4.182 -0.627
85 C -0.280 -4.786 0.574
86 O 0.598 -4.932 1.366
87 O -1.570 -5.109 0.754
88 H -4.212 -4.572 0.604
89 H -4.135 -3.716 -0.926
90 H -3.350 -2.991 0.483
91 H -2.648 -5.630 -0.853
92 H -1.569 -3.041 -1.625
93 H -1.233 -4.705 -2.218
94 C 5.657 0.184 -0.790
95 C 7.153 0.411 -0.775
96 C 7.989 -0.773 -1.311
97 O 8.520 -0.279 -2.550
98 C 8.330 1.048 -2.650
99 O 8.816 1.765 -3.459
100 O 7.494 1.479 -1.667
101 H 5.376 -0.235 -1.755
102 H 5.206 1.174 -0.693
103 H 5.323 -0.377 0.080
104 H 7.538 0.711 0.202
105 H 7.368 -1.630 -1.556
106 H 8.836 -1.001 -0.668
107 C -4.846 -0.947 -2.025
108 C -5.837 -1.797 -2.811
109 C -6.480 -2.972 -2.064
110 O -7.847 -2.886 -2.443
111 C -8.115 -1.657 -2.959
112 O -9.202 -1.281 -3.236
113 O -6.969 -0.961 -3.109
114 H -3.871 -1.445 -2.010
115 H -5.155 -0.798 -0.992
116 H -4.711 -0.006 -2.557
117 H -5.348 -2.087 -3.744
118 H -6.375 -2.988 -0.978
119 H -6.049 -3.905 -2.434
120 C -7.770 3.171 3.200
121 C -7.043 1.849 3.111
122 C -6.110 1.660 1.888
123 O -4.857 1.344 2.491
124 C -4.945 1.340 3.833
125 O -4.073 0.995 4.566
126 O -6.165 1.737 4.229
127 H -8.419 3.209 4.072
128 H -8.348 3.352 2.292
129 H -7.044 3.984 3.267
130 H -7.779 1.041 3.084
131 H -6.016 2.580 1.313
132 H -6.466 0.855 1.251
133 C -1.533 3.300 4.426
134 C -2.028 2.940 5.800
135 C -1.031 2.181 6.686
136 O -1.271 2.703 7.982
137 C -1.872 3.912 7.871
138 O -2.115 4.630 8.787
139 O -2.207 4.156 6.591
140 H -1.604 2.392 3.821
141 H -0.531 3.724 4.501
142 H -2.164 4.045 3.943
143 H -3.006 2.467 5.783
144 H -0.009 2.382 6.364
145 H -1.247 1.118 6.620
146 C 2.464 1.960 -5.890
147 C 3.555 1.620 -4.913
148 C 3.263 0.344 -4.111
149 O 4.535 -0.334 -4.104
150 C 5.253 0.104 -5.175
151 O 6.239 -0.431 -5.560
152 O 4.737 1.234 -5.671
153 H 2.728 2.851 -6.463
154 H 1.509 2.140 -5.395
155 H 2.331 1.141 -6.596
156 H 3.912 2.392 -4.236
157 H 2.448 -0.268 -4.496
158 H 2.998 0.617 -3.098
159 C -0.948 -0.781 -5.849
160 C -2.216 -0.598 -5.065
161 C -2.387 0.788 -4.432
162 O -3.727 1.152 -4.766
163 C -4.209 0.342 -5.726
164 O -5.241 0.468 -6.299
165 O -3.351 -0.692 -5.941
166 H -0.953 -1.737 -6.374
167 H -0.097 -0.813 -5.163
168 H -0.806 0.021 -6.574
169 H -2.303 -1.374 -4.298
170 H -1.630 1.461 -4.837
171 H -2.306 0.743 -3.349
172 C 3.796 1.718 1.924
173 C 2.970 1.998 3.157
174 C 1.640 1.270 3.243
175 O 1.504 1.009 4.640
176 C 2.750 0.985 5.178
177 O 2.990 0.642 6.286
178 O 3.670 1.405 4.284
179 H 3.447 2.245 1.041
180 H 3.806 0.644 1.729
181 H 4.835 2.017 2.077
182 H 2.953 3.077 3.328
183 H 1.752 0.314 2.720
184 H 0.856 1.797 2.702

DFT (the ωB97M-V functional and the def2-TZVPD basis) results for one molecule with the formula C18H22N2O2 at a distorted geometry.

Properties
LUMO energy: -0.3 eV
SMILES: O=C1c2ccccc2C(=O)N1CN1CCC[C@@H]2CCCC[C@@H]21

Cartesian coordinates (Å):
1 O 0.736 -2.152 1.801
2 C -0.296 -1.517 2.040
3 C -0.575 -0.827 3.299
4 C 0.162 -0.733 4.482
5 C -0.308 0.089 5.541
6 C -1.527 0.761 5.410
7 C -2.282 0.575 4.214
8 C -1.788 -0.202 3.185
9 C -2.314 -0.602 1.883
10 O -3.434 -0.435 1.434
11 N -1.359 -1.364 1.207
12 C -1.383 -1.580 -0.212
13 N -0.837 -0.388 -0.851
14 C -1.741 0.542 -1.587
15 C -1.147 1.915 -1.624
16 C 0.257 1.906 -2.207
17 C 1.167 1.019 -1.319
18 C 2.622 0.961 -1.801
19 C 2.796 0.287 -3.181
20 C 2.327 -1.176 -3.088
21 C 0.889 -1.253 -2.527
22 C 0.638 -0.435 -1.231
23 H 1.133 -1.288 4.510
24 H 0.255 0.177 6.439
25 H -1.913 1.331 6.245
26 H -3.220 1.097 4.136
27 H -0.750 -2.436 -0.458
28 H -2.408 -1.810 -0.559
29 H -2.688 0.557 -1.112
30 H -1.880 0.167 -2.610
31 H -1.777 2.547 -2.231
32 H -1.111 2.340 -0.607
33 H 0.281 1.473 -3.207
34 H 0.638 2.927 -2.228
35 H 1.196 1.478 -0.297
36 H 3.187 0.392 -1.083
37 H 3.068 2.012 -1.892
38 H 2.205 0.831 -3.924
39 H 3.839 0.365 -3.506
40 H 2.416 -1.679 -4.046
41 H 2.997 -1.715 -2.434
42 H 0.599 -2.309 -2.317
43 H 0.154 -0.957 -3.285
44 H 1.177 -0.894 -0.401